Density functional theory data (the ωB97M-V functional and the def2-TZVPD basis) for a 3-piece molecular cluster, C3H10NO overall at a distorted geometry.

HOMO energy (spin up / spin down) = -21.99 / -20.51 eV
Largest force on an atom = 4.0 eV/A
Total charge = +2
Frontier orbital gap (spin up / spin down) = 9.443 / 6.225 eV
Spin multiplicity = 2

Each atom is followed by the atoms it is bonded to, with distances in Å.
Atoms and positions in Å:
1 H 2.42 0.39 -1.49  N7 1.033
2 H 2.78 -0.86 -0.45  N7 1.036
3 H -0.27 1.25 -1.05  C6 1.089
4 O 1.01 1.10 1.38  H12 0.985
5 H -2.87 -1.43 -0.19  C14 1.087
6 C -1.12 0.89 -0.47  H3 1.089, C11 1.462, H13 1.087, H15 1.106
7 N 2.02 -0.23 -0.77  H1 1.033, H2 1.036, H10 1.064
8 H 0.04 -0.74 0.42  C11 1.083
9 H -1.37 -2.57 -0.12  C14 1.088
10 H 1.70 0.29 0.10  N7 1.064
11 C -0.87 -0.51 -0.12  C6 1.462, H8 1.083, C14 1.405
12 H 1.48 1.41 2.19  O4 0.985
13 H -2.13 1.13 -0.77  C6 1.087
14 C -1.80 -1.57 -0.16  H5 1.087, H9 1.088, C11 1.405
15 H -1.05 1.42 0.50  C6 1.106